Formula: C49H54CsN9O2Si2
Source: the Open Molecules 2025 dataset
Level of theory: ωB97M-V/def2-TZVPD

**Gap between HOMO and LUMO**: 4.676 eV
**Strongest force on any atom**: 2.45 eV/Å
**Total energy**: -85503.0557 eV
**ΔE to the lowest compared entry with this formula, charge and spin**: 1.407 eV

ORCA input file:
```
! wB97M-V def2-TZVPD RIJCOSX def2/J DEFGRID3
* xyz -2 1
Cs -0.9742 -0.0497 -0.5972
Si 3.8093 -1.5438 1.0025
Si 1.5600 -3.7509 1.8389
O -1.4610 0.0064 -5.2966
O -2.8752 -4.0698 0.1208
N -0.0234 4.4576 0.3874
N -2.0291 -1.6920 -2.3049
N 1.1599 2.6574 -0.4975
N 2.1763 0.1471 2.8910
N -3.3422 2.1468 0.2365
N -1.1399 3.7774 0.3795
N 3.4212 2.9380 -1.0091
N -3.2093 -1.8050 0.2981
N -0.0971 0.0383 -3.4497
C -5.7556 -3.0789 0.5245
C -3.0409 -3.8265 -2.6312
C -1.0923 -0.4058 -4.1795
C -3.4255 3.4315 -0.1274
C 1.1621 3.4840 -3.7888
C -5.0680 -1.8890 4.0468
C 0.9318 0.7295 4.8514
C -2.9178 -2.9159 -0.3462
C -2.2024 4.1934 -0.1977
C -3.8487 -1.2535 3.8846
C 4.6858 4.8936 -0.3491
C -4.6534 4.0164 -0.4694
C 2.2560 2.2274 -0.9743
C 1.9306 -1.1763 3.0828
C 2.4650 -0.5354 -4.3967
C 2.0317 0.8808 -4.1613
C 2.9041 1.9411 -4.3248
C 3.5964 6.6206 0.9126
C 1.2944 -4.1805 -0.0115
C 3.4938 -1.6319 -0.8939
C 2.3958 -2.0873 2.1072
C -1.9125 -0.4938 2.5069
C -1.7916 -1.6203 -3.6089
C 4.7306 6.1190 0.2982
C -2.8173 -3.7448 -3.9910
C 2.3372 4.6855 0.2063
C 5.3296 -2.7147 1.2841
C -0.2024 -3.9641 2.5650
C 3.5003 4.1710 -0.3955
C -2.6352 -2.7673 -1.8204
C 2.6221 -5.2346 2.4976
C -4.4348 1.4141 0.2610
C -5.6644 -2.4826 2.9493
C 2.4845 3.2481 -4.1295
C 1.1072 3.9219 0.0636
C -3.7962 -1.8641 1.5406
C 2.4105 5.9094 0.8693
C -5.7979 3.2498 -0.4180
C 1.6941 1.0322 3.7339
C 1.2572 -1.5702 4.2764
C -1.1598 2.7181 -3.2575
C 4.6101 0.1839 1.2328
C -3.2152 -1.2199 2.6552
C 0.7437 -0.6264 5.1286
C -5.0622 -2.4676 1.7054
C 0.2659 2.4447 -3.6208
C -2.1868 -2.6212 -4.4942
C 0.6921 1.1079 -3.7768
C -5.6937 1.9135 -0.0543
H 3.9245 0.9729 0.9527
H -4.6954 5.0587 -0.7490
H 3.5037 -2.6624 -1.2364
H 5.1668 -3.6908 0.8403
H 4.2500 -1.0899 -1.4617
H 1.8246 -0.9893 -5.1526
H -5.7271 -2.3972 -0.3267
H -6.6247 -2.9726 3.0603
H -0.4821 -3.1574 3.2324
H -0.3022 -4.8916 3.1255
H -1.8200 2.2121 -3.9612
H 0.8971 -3.3315 -0.5612
H 1.5179 6.2814 1.3460
H -3.5113 -4.6818 -2.1683
H -3.1287 -4.5517 -4.6440
H -1.9889 -2.5015 -5.5494
H 3.9315 1.7463 -4.6199
H 0.5626 -4.9795 -0.0986
H -2.2151 5.1013 -0.8151
H 0.2030 -0.9208 6.0214
H 2.2883 1.2419 -1.4114
H 6.2474 -2.3123 0.8616
H -0.9473 -3.9966 1.7739
H -4.3059 0.3773 0.5426
H -6.7611 3.6862 -0.6527
H 2.1154 -6.1805 2.3260
H 2.2025 -4.5119 -0.5080
H 2.3446 -1.1232 -3.4870
H 3.1721 4.0748 -4.2635
H 2.5208 -1.2137 -1.1421
H -6.7930 -3.3137 0.7616
H 0.5131 1.5039 5.4819
H 5.5134 0.2830 0.6330
H 4.2313 2.5560 -1.4735
H -1.1782 -1.1316 2.0187
H -1.3702 2.3294 -2.2605
H 2.8152 -5.1543 3.5629
H 5.4947 -2.8672 2.3453
H -1.5258 -0.1787 3.4759
H 3.6362 7.5673 1.4330
H -2.0609 0.3935 1.8894
H 4.8845 0.3601 2.2651
H -1.3654 3.7886 -3.2734
H 1.9242 2.0693 3.4971
H 3.5025 -0.5849 -4.7257
H 3.5836 -5.2902 1.9964
H 5.6563 6.6757 0.3293
H -3.3746 -0.7771 4.7357
H -5.5567 -1.9222 5.0125
H -5.2411 -3.9898 0.2203
H 0.8198 4.5050 -3.6529
H 1.1886 -2.6190 4.5191
H 5.5723 4.4947 -0.8177
H -6.5637 1.2772 -0.0092
*
```

Results of the Löwdin charge analysis, in e, for atoms 1 through 99: 1.106, 0.522, 0.515, -0.029, -0.022, 0.064, -0.075, 0.148, 0.063, 0.098, 0.039, 0.133, 0.026, 0.019, -0.049, -0.012, -0.546, -0.279, -0.081, -0.123, -0.140, -0.559, -0.117, -0.069, -0.022, -0.037, -0.164, -0.426, -0.041, -0.224, -0.095, -0.102, -0.184, -0.195, -0.304, -0.101, -0.204, -0.098, -0.067, -0.079, -0.201, -0.160, -0.177, -0.210, -0.201, -0.115, -0.085, -0.135, -0.272, -0.238, -0.019, -0.084, -0.195, -0.088, -0.040, -0.206, -0.207, -0.131, -0.211, -0.218, -0.015, -0.244, -0.047, -0.015, 0.100, 0.010, -0.001, 0.019, 0.082, 0.079, 0.093, -0.003, 0.023, 0.079, 0.013, 0.106, 0.108, 0.096, 0.107, 0.097, 0.022, 0.119, 0.092, 0.122, 0.002, 0.008, 0.086, 0.098, 0.005, 0.009, 0.058, 0.087, -0.001, 0.065, 0.072, 0.010, 0.153, 0.024, 0.015